(1)
15
Properties=species:S:1:pos:R:3:forces:R:3:nbo_charge:R:1 method="wB97M-V/def2-TZVPD" relative_energy_kcal_mol=73.2 multiplicity=1 orbital_gap_ev=9.05 energy_ha=-345.68828 smiles=O[C@H]1C[C@@]2(O)C[C@@H]12
O -2.1232 1.3782 0.1987 0.0989 0.3202 -0.4776 -0.71
O 0.7712 -2.0820 0.1463 0.2702 0.0763 0.2030 -0.66
C 0.5548 -0.7709 -0.1723 -0.0606 0.3407 0.2804 0.35
C -0.6669 -0.4780 -1.0084 -0.2556 0.1688 0.1853 -0.46
C 1.4611 0.3658 -0.0730 0.1971 0.0633 -0.2330 -0.44
C -1.1705 0.3434 0.2239 0.0144 -0.3448 -0.2217 0.11
C 0.2097 0.5979 0.7541 -0.1411 -0.2341 0.2778 -0.34
H 1.8106 0.9482 -0.9268 -0.1432 0.0094 -0.1105 0.19
H -1.6213 -0.4309 0.8579 -0.0865 0.2899 0.0623 0.17
H -1.2519 -1.3583 -1.2908 0.0742 0.2477 0.1760 0.23
H 0.3267 1.1170 1.7143 0.0592 -1.0252 0.1068 0.22
H 1.5272 -2.1364 0.7432 -0.0027 -0.0812 -0.0521 0.48
H -0.4575 0.1414 -1.8881 0.0441 -0.1608 0.1718 0.21
H -1.6516 2.2101 0.0865 -0.0630 0.0068 -0.1223 0.47
H 2.2655 0.1355 0.6367 -0.0053 0.3230 -0.2463 0.21

***

(2)
15
Properties=species:S:1:pos:R:3:forces:R:3:nbo_charge:R:1 method="wB97M-V/def2-TZVPD" relative_energy_kcal_mol=62.1 multiplicity=1 orbital_gap_ev=10.53 energy_ha=-345.70606 smiles="C=C1C[C@@]1(O)CO"
O -1.0941 -0.2358 -1.5044 0.0594 0.1537 -0.1356 -0.69
O -0.8655 2.3080 -0.4155 0.3145 0.1021 -0.0285 -0.72
C 2.1371 -0.9657 -0.0769 -0.1036 -0.0017 0.0100 -0.38
C -0.4937 -0.0644 -0.2602 0.0660 0.0554 0.2219 0.20
C -0.9709 1.1854 0.4441 -0.0332 -0.1906 0.2012 -0.08
C -0.3132 -1.3019 0.5782 -0.0812 -0.1079 0.0612 -0.48
C 0.8645 -0.6257 -0.0046 -0.0841 -0.2964 0.0853 -0.03
H 2.9451 -0.4711 -0.6141 -0.3405 0.0071 0.0668 0.20
H -2.0353 1.0827 0.6836 0.1680 -0.0210 -0.1034 0.19
H -1.1425 0.6470 -1.9041 -0.0016 -0.1668 0.0320 0.49
H -0.5623 -2.2471 0.1025 -0.1655 0.1006 0.1501 0.23
H 0.0781 2.4781 -0.5345 -0.1235 0.1222 -0.0391 0.47
H 2.3450 -1.8858 0.4701 0.5022 0.2451 -0.1503 0.20
H -0.4168 1.3283 1.3806 -0.0570 0.0089 -0.1220 0.18
H -0.4755 -1.2320 1.6552 -0.1199 -0.0107 -0.2495 0.22

***

(3)
15
Properties=species:S:1:pos:R:3:forces:R:3:nbo_charge:R:1 method="wB97M-V/def2-TZVPD" relative_energy_kcal_mol=47.8 multiplicity=1 orbital_gap_ev=11.00 energy_ha=-345.72871 smiles="CC1(OC=O)CC1"
O 1.7070 -1.8270 -0.5465 0.8129 0.7567 0.2636 -0.56
O 1.3018 0.3542 0.0714 0.2531 -0.1849 -0.2916 -0.53
C -0.7412 -0.8311 -0.6888 -0.0771 0.0055 -0.0952 -0.47
C -0.5747 1.8443 -0.2858 0.0793 -0.1394 0.0543 -0.62
C -0.1471 0.4069 -0.0937 -0.0455 -0.1093 0.1068 0.26
C 1.8451 -0.8798 0.1923 0.3512 -0.5948 -0.2047 0.64
C -0.7256 -0.6431 0.8074 -0.0703 0.0485 0.1740 -0.44
H 0.0377 -1.5064 -1.0144 -0.7232 -0.0916 -0.3684 0.27
H -1.5809 -0.5785 1.4668 -0.2069 0.3287 -0.3790 0.23
H -0.1974 2.2478 -1.2333 -0.0556 -0.2114 0.1352 0.22
H 0.1153 -1.1538 1.2658 -0.6236 -0.3025 0.4196 0.20
H 2.4370 -1.0054 1.1076 0.2619 0.4688 -0.0390 0.13
H -0.1664 2.4666 0.5180 -0.0772 -0.1511 -0.0656 0.22
H -1.6457 -0.8518 -1.2847 -0.0911 0.4078 0.2727 0.23
H -1.6648 1.9572 -0.2820 0.2122 -0.2309 0.0174 0.22